{"formula": "C47H39GeN4O3RuS2", "method": "wB97M-V/def2-TZVPD", "de_lowest_ev": 1.107, "charge": -1, "s2": 6.052, "total_energy_ev": -142243.655, "gap_ev": [5.98, 5.79], "spin_multiplicity": 5, "symbols": ["Ru", "O", "C", "C", "C", "C", "C", "C", "C", "N", "N", "C", "O", "C", "C", "C", "C", "C", "C", "H", "H", "H", "H", "H", "H", "H", "H", "H", "H", "C", "C", "N", "N", "C", "S", "S", "C", "C", "C", "C", "C", "C", "C", "C", "C", "C", "C", "C", "C", "O", "H", "H", "H", "H", "H", "H", "H", "H", "H", "H", "H", "H", "H", "H", "C", "Ge", "C", "C", "C", "C", "C", "C", "C", "C", "C", "C", "C", "C", "C", "C", "C", "C", "H", "H", "H", "H", "H", "H", "H", "H", "H", "H", "H", "H", "H", "H", "H"], "coordinates": [[0.78423, -0.69978, -0.25808], [2.59184, -0.00051, -0.98412], [3.73174, -0.52769, -0.68123], [4.89660, 0.12036, -1.16842], [6.15839, -0.31889, -0.86859], [6.34442, -1.47988, -0.10196], [5.24497, -2.13950, 0.37635], [3.92713, -1.68371, 0.14609], [2.89829, -2.34743, 0.87413], [1.64557, -2.00202, 0.89037], [0.84581, -2.57551, 1.83915], [-0.40612, -2.24581, 1.65848], [-0.79185, -1.44708, 0.70744], [-1.44359, -2.85535, 2.51153], [-1.12903, -3.84240, 3.44146], [-2.13755, -4.46532, 4.15650], [-3.46378, -4.10230, 3.95743], [-3.77591, -3.09852, 3.05236], [-2.77072, -2.47441, 2.33291], [4.73582, 1.01335, -1.75962], [7.01950, 0.24460, -1.20669], [7.34217, -1.83518, 0.11862], [5.35970, -3.03535, 0.97619], [3.18911, -3.13400, 1.56466], [-0.09424, -4.12220, 3.58048], [-1.89426, -5.24731, 4.86493], [-4.25460, -4.59435, 4.51015], [-4.80356, -2.79850, 2.88861], [-3.01014, -1.69895, 1.61892], [2.27114, -1.39009, -3.96614], [1.10951, -0.97269, -3.12134], [0.82364, -1.79148, -2.01386], [-0.33912, -2.42632, -2.11218], [-0.63904, -3.54969, -1.49570], [0.40546, -4.69779, -0.86292], [-2.36977, -3.92531, -1.43242], [-3.15078, -2.34620, -1.96807], [-4.15263, -1.87668, -0.95910], [-5.30776, -2.61994, -0.72234], [-6.24776, -2.18996, 0.19987], [-6.04657, -1.00126, 0.88941], [-4.89473, -0.26194, 0.66761], [-3.94599, -0.70024, -0.24687], [0.16436, 0.00950, -3.52629], [-0.01588, 0.33268, -4.88487], [-1.05285, 1.13911, -5.30716], [-1.91322, 1.70792, -4.37242], [-1.72025, 1.47387, -3.02201], [-0.68537, 0.64721, -2.55853], [-0.50968, 0.52223, -1.26280], [2.85799, -2.13759, -3.43453], [1.93413, -1.82983, -4.91256], [2.90167, -0.52880, -4.19942], [-2.33559, -1.63884, -2.09595], [-3.61853, -2.54479, -2.93209], [-5.45416, -3.54891, -1.26173], [-7.13504, -2.78340, 0.38355], [-6.78755, -0.66154, 1.60263], [-4.73875, 0.66278, 1.20973], [-3.03756, -0.13154, -0.41687], [0.63151, -0.13766, -5.61389], [-1.21536, 1.30439, -6.36531], [-2.73358, 2.33984, -4.69095], [-2.37186, 1.92727, -2.28348], [2.43459, 0.33729, 2.87407], [1.30106, 1.03367, 1.38198], [-0.30490, 1.71914, 2.34445], [-1.58905, 1.33266, 1.96526], [-2.69865, 1.75987, 2.68150], [-2.53967, 2.59235, 3.77973], [-1.26583, 2.98315, 4.16797], [-0.15902, 2.54622, 3.45535], [2.33617, 2.59025, 0.69852], [3.65893, 2.69589, 1.05113], [4.47789, 3.73565, 0.56974], [3.98099, 4.65130, -0.31193], [2.64329, 4.55144, -0.76117], [2.12929, 5.42847, -1.74487], [0.84082, 5.31347, -2.18447], [-0.00229, 4.32594, -1.63997], [0.46653, 3.46395, -0.68856], [1.80609, 3.52873, -0.23527], [2.71510, 1.13204, 3.56660], [3.34452, -0.13189, 2.49699], [1.86949, -0.41762, 3.42226], [-1.71301, 0.68798, 1.10385], [-3.69007, 1.43422, 2.38973], [-3.40683, 2.93285, 4.33258], [-1.13775, 3.62327, 5.03294], [0.83796, 2.84975, 3.75785], [4.09187, 1.96360, 1.72256], [5.50721, 3.79736, 0.90290], [4.60067, 5.45836, -0.68650], [2.78367, 6.18720, -2.16009], [0.46301, 5.97293, -2.95602], [-1.02237, 4.24494, -1.99182], [-0.17968, 2.69489, -0.28638]], "forces_ev_per_angstrom": [[-0.8, 1.2, -0.6], [-0.7, 0.0, 0.3], [0.4, -0.3, 0.2], [-0.1, 0.2, 0.0], [-0.1, -0.1, 0.0], [0.2, 0.0, 0.0], [-0.1, 0.0, 0.0], [0.2, 0.2, -0.5], [-0.6, 0.1, 0.2], [1.0, -0.3, 0.0], [-0.7, -0.4, 0.6], [0.9, -0.5, 0.2], [0.2, 0.4, -0.4], [-0.2, 0.0, 0.0], [0.1, 0.0, 0.0], [0.0, 0.0, 0.0], [0.0, 0.1, 0.0], [-0.1, 0.0, 0.0], [0.1, 0.0, 0.0], [0.0, 0.0, 0.0], [0.0, 0.0, -0.1], [0.0, 0.0, 0.0], [0.1, 0.0, 0.0], [-0.1, 0.0, 0.0], [0.0, 0.0, 0.0], [0.0, 0.0, 0.0], [0.0, 0.0, 0.0], [0.0, 0.0, 0.0], [0.1, -0.2, 0.1], [-0.2, 0.1, 0.2], [0.2, -0.2, -0.6], [-0.4, -0.6, 0.3], [0.1, 0.0, -1.0], [0.3, -0.2, 0.4], [-0.1, 0.1, -0.1], [0.0, 0.2, 0.0], [0.1, -0.4, 0.1], [0.0, 0.0, -0.1], [0.0, 0.1, 0.1], [0.0, 0.0, 0.0], [-0.1, 0.0, 0.1], [-0.1, 0.1, -0.1], [-0.1, 0.1, -0.2], [-0.3, 0.3, 0.3], [0.0, -0.2, 0.2], [-0.1, 0.2, -0.1], [0.0, -0.1, 0.0], [0.1, -0.2, 0.2], [0.1, 0.1, -0.8], [0.3, -0.5, 0.7], [0.0, 0.0, 0.0], [0.1, -0.1, 0.0], [0.0, 0.0, 0.0], [-0.1, 0.1, -0.1], [0.0, 0.1, 0.0], [0.0, 0.0, 0.0], [0.0, 0.0, 0.0], [0.0, 0.0, 0.0], [-0.1, -0.2, -0.2], [0.0, 0.0, 0.0], [0.0, 0.0, 0.0], [0.1, 0.1, 0.0], [0.0, 0.0, 0.0], [0.0, 0.0, 0.0], [-0.1, -0.1, -0.3], [0.5, 0.9, 1.3], [0.1, -0.3, -0.4], [0.0, 0.0, 0.0], [0.0, 0.1, 0.1], [0.0, 0.0, 0.0], [0.0, 0.1, 0.1], [0.1, 0.0, -0.1], [0.0, -0.3, -0.1], [-0.2, -0.2, 0.2], [0.1, 0.2, -0.1], [0.1, -0.1, 0.1], [-0.1, -0.1, 0.1], [-0.1, 0.1, -0.1], [0.1, 0.0, 0.0], [0.0, -0.1, 0.1], [-0.1, 0.0, 0.0], [0.1, 0.2, -0.1], [0.0, 0.1, 0.0], [0.0, 0.0, 0.0], [0.0, 0.0, 0.0], [0.0, 0.0, 0.0], [0.2, 0.1, 0.2], [0.0, 0.0, 0.0], [0.0, 0.0, 0.0], [0.0, 0.1, 0.1], [0.0, 0.0, 0.0], [0.0, 0.0, 0.0], [0.0, 0.0, 0.0], [0.0, 0.0, 0.0], [0.0, 0.0, 0.0], [0.0, 0.0, 0.0], [-0.1, 0.0, -0.1]]}


{"formula": "C47H39N2P2PtSi", "method": "wB97M-V/def2-TZVPD", "de_lowest_ev": 0.036, "charge": 1, "total_energy_ev": -82051.942, "gap_ev": 6.92, "symbols": ["Pt", "C", "Si", "C", "C", "C", "C", "C", "C", "P", "C", "C", "C", "C", "C", "C", "C", "C", "C", "C", "C", "C", "C", "C", "C", "C", "C", "C", "P", "C", "C", "C", "C", "C", "C", "C", "C", "C", "C", "C", "C", "H", "H", "H", "H", "H", "H", "H", "H", "H", "H", "H", "H", "H", "H", "H", "H", "H", "H", "H", "H", "H", "H", "H", "H", "H", "H", "H", "H", "H", "H", "H", "C", "C", "C", "C", "N", "C", "C", "C", "C", "C", "C", "N", "H", "H", "H", "H", "H", "H", "H", "H"], "coordinates": [[0.35744, -0.45911, 0.01236], [0.38670, 2.72595, -1.97129], [0.23668, 1.79909, -0.33592], [-1.43529, 2.30542, 0.44517], [-1.41698, 3.37401, 1.34832], [-2.55909, 3.89270, 1.93928], [-3.79358, 3.36044, 1.61530], [-3.85324, 2.31562, 0.70996], [-2.70391, 1.75781, 0.14254], [-3.20053, 0.32982, -0.90404], [-3.27697, -1.05858, 0.28559], [-3.24730, -0.89999, 1.66795], [-3.45269, -1.98714, 2.50812], [-3.64938, -3.25386, 1.98141], [-3.67579, -3.42627, 0.60278], [-3.51996, -2.33363, -0.23366], [-1.75478, -0.08404, -1.95058], [-1.63685, 0.71278, -3.10584], [-0.70776, 0.43791, -4.07877], [0.16248, -0.64836, -3.94520], [0.05194, -1.46152, -2.84406], [-0.89882, -1.19226, -1.83412], [1.74703, 2.54124, 0.57158], [1.96379, 3.89866, 0.84095], [3.20496, 4.36854, 1.23342], [4.29052, 3.50176, 1.32575], [4.11644, 2.16527, 1.02629], [2.85082, 1.69440, 0.67413], [2.58797, -0.05163, 0.27279], [3.77027, -0.42711, -1.04086], [3.42944, 0.04777, -2.30902], [4.26945, -0.16808, -3.38623], [5.45156, -0.87933, -3.20858], [5.79176, -1.35617, -1.95274], [4.95526, -1.13104, -0.86699], [3.12767, -0.97074, 1.74080], [3.24178, -0.36258, 2.98729], [3.50435, -1.12696, 4.11562], [3.67296, -2.49940, 4.00817], [3.57600, -3.11314, 2.76436], [3.29554, -2.35477, 1.64108], [0.74520, 3.72364, -1.70008], [-0.55223, 2.84802, -2.50189], [1.11818, 2.29542, -2.65507], [-0.47114, 3.82104, 1.62366], [-2.48030, 4.71748, 2.63577], [-4.70208, 3.75652, 2.04943], [-4.82352, 1.91413, 0.43647], [-3.08399, 0.08253, 2.09319], [-3.45844, -1.83798, 3.58036], [-3.80820, -4.09985, 2.63834], [-3.85586, -4.40556, 0.17768], [-3.60408, -2.47289, -1.30642], [-2.32304, 1.54111, -3.24140], [-0.65818, 1.05670, -4.96587], [0.89200, -0.86592, -4.71368], [0.69772, -2.32507, -2.74981], [-1.17525, -1.98096, -1.14417], [1.16783, 4.62160, 0.70877], [3.33870, 5.42194, 1.44358], [5.26500, 3.87539, 1.61090], [4.95968, 1.48403, 1.06421], [2.49790, 0.58393, -2.45095], [4.00279, 0.21154, -4.36390], [6.10677, -1.05936, -4.05056], [6.71591, -1.90094, -1.81155], [5.24232, -1.48911, 0.11308], [3.11707, 0.70907, 3.08234], [3.59102, -0.64367, 5.08049], [3.89131, -3.08945, 4.88892], [3.71762, -4.18228, 2.66960], [3.20985, -2.84250, 0.67648], [-0.31107, 0.71461, 4.50638], [-0.40431, -0.51225, 5.13556], [-0.28384, -1.66335, 4.37608], [-0.10059, -1.55539, 3.00068], [-0.04835, -0.36424, 2.39298], [-0.12631, 0.73602, 3.13447], [0.06346, -2.76221, 2.14052], [0.06507, -4.04649, 2.68064], [0.25567, -5.13803, 1.85719], [0.44739, -4.92677, 0.50094], [0.43904, -3.62871, 0.03746], [0.25432, -2.56477, 0.82793], [-0.38654, 1.64474, 5.05215], [-0.56422, -0.58131, 6.20338], [-0.34248, -2.62508, 4.85991], [-0.03926, 1.67614, 2.60677], [-0.07167, -4.20362, 3.73829], [0.25903, -6.13640, 2.27339], [0.60525, -5.74338, -0.18912], [0.59584, -3.41961, -1.01011]], "forces_ev_per_angstrom": [[0.7, 0.1, -0.1], [0.0, 0.1, 0.1], [-0.1, 0.3, -0.1], [-0.1, -0.1, -0.1], [0.1, 0.1, 0.0], [0.0, 0.0, 0.0], [0.0, 0.0, 0.0], [0.0, 0.0, 0.0], [0.1, 0.0, 0.0], [0.0, -0.1, -0.1], [0.1, 0.0, 0.0], [0.0, 0.1, 0.0], [0.1, 0.0, 0.0], [0.0, 0.0, 0.0], [0.0, 0.0, 0.0], [0.0, 0.0, 0.0], [0.1, 0.1, -0.1], [-0.1, 0.0, 0.2], [0.2, -0.1, -0.1], [-0.1, 0.1, 0.0], [0.0, 0.0, 0.2], [-0.4, -0.1, -0.3], [0.0, 0.0, -0.1], [0.0, 0.1, 0.0], [0.0, 0.0, 0.0], [0.0, 0.0, 0.0], [0.0, 0.0, 0.0], [0.1, -0.1, 0.0], [-0.4, 0.1, 0.3], [-0.2, -0.1, -0.2], [0.0, 0.0, 0.0], [0.1, 0.0, 0.0], [0.0, 0.0, 0.0], [0.0, 0.0, 0.0], [0.1, 0.1, 0.1], [0.2, -0.2, -0.1], [-0.1, 0.0, 0.0], [0.0, 0.0, 0.0], [0.0, 0.0, 0.0], [0.0, 0.0, 0.1], [0.0, 0.0, 0.0], [0.0, 0.0, -0.1], [0.0, 0.0, 0.0], [0.0, 0.0, 0.0], [0.0, 0.0, 0.0], [0.0, 0.0, 0.0], [0.0, 0.0, 0.0], [0.0, 0.0, 0.0], [0.0, 0.0, 0.0], [0.0, 0.0, 0.0], [0.0, 0.0, 0.0], [0.0, 0.0, 0.0], [0.0, 0.0, 0.0], [0.0, 0.0, 0.0], [0.0, 0.0, 0.0], [0.0, 0.0, 0.0], [0.0, 0.0, 0.0], [0.0, 0.0, 0.1], [0.0, 0.0, 0.0], [0.0, 0.0, 0.0], [0.0, 0.0, 0.0], [0.0, 0.0, 0.0], [0.0, 0.0, 0.0], [0.0, 0.0, 0.0], [0.0, 0.0, 0.0], [0.0, 0.0, 0.0], [0.0, 0.0, 0.0], [0.0, 0.0, 0.0], [0.0, 0.0, 0.0], [0.0, 0.0, 0.0], [0.0, 0.0, 0.0], [0.0, 0.0, 0.0], [0.0, 0.1, 0.0], [0.0, -0.1, 0.0], [0.0, 0.1, -0.1], [0.0, 0.0, 0.0], [-0.4, -0.2, 0.2], [0.0, 0.0, 0.0], [0.0, 0.1, 0.0], [0.0, 0.0, -0.1], [0.0, 0.0, 0.0], [0.0, 0.0, 0.0], [0.0, 0.1, 0.1], [0.0, -0.2, 0.0], [0.0, 0.0, 0.0], [0.0, 0.0, 0.0], [0.0, 0.0, 0.0], [0.0, 0.0, 0.0], [0.0, 0.0, 0.0], [0.0, 0.0, 0.0], [0.0, 0.0, 0.0], [0.0, 0.0, 0.0]]}